ClFe2 | ωB97M-V with the def2-TZVPD basis set

Geometry as XYZ:
```
3
Properties=species:S:1:pos:R:3:forces:R:3
Fe -0.06881 1.30600 -1.90550 0.0 -0.3 0.4
Fe 0.07243 -1.34133 1.93594 0.0 0.4 -0.6
Cl -0.00363 0.03534 -0.03043 0.0 -0.2 0.2
```
Positions in Å, forces in eV/Å.

As for the total charge: +3. The gap between HOMO and LUMO (spin up / spin down) comes out at 11.625 / 4.596 eV. The spin multiplicity is 9.



C4H10O3 | ωB97M-V with the def2-TZVPD basis set

Geometry as XYZ:
```
17
Properties=species:S:1:pos:R:3:forces:R:3
O -5.26240 -0.03780 1.92496 0.4 -0.1 0.0
O 0.26083 0.14247 0.96249 0.0 -0.4 0.0
O -2.61817 0.61520 1.68654 1.5 -0.6 -0.1
C 2.94064 -0.46849 -1.55488 -0.8 1.0 -0.6
C 2.75149 -0.29074 -2.86239 0.7 0.3 0.5
C 1.01037 0.24925 -0.18870 0.8 0.0 1.2
C 1.86862 -0.70553 -0.56819 0.8 0.9 0.8
H 3.63542 0.00397 -3.42228 -0.4 0.0 -0.3
H -4.31302 0.18040 1.84382 -0.2 -0.4 -0.1
H -1.98430 0.37152 0.97529 -0.7 0.4 0.3
H 3.89642 -0.13478 -1.15125 0.1 -0.8 0.1
H 1.78170 -0.31913 -3.33937 0.0 -0.4 -0.1
H -5.64281 0.83152 2.00746 -0.5 0.4 0.1
H -2.09693 0.31342 2.45306 -0.5 0.3 -0.1
H 1.03876 1.30774 -0.42084 -0.3 -0.3 -1.2
H 0.59005 -0.62953 1.44624 -0.3 0.0 -0.1
H 2.14332 -1.42949 0.20805 -0.7 -0.4 -0.4
```
Positions in Å, forces in eV/Å.

The structure (SMILES) is C=C/C=C/O.O.O. As for the total charge: 0. The gap between HOMO and LUMO comes out at 9.791 eV. The spin multiplicity is 1.



C4H12 | ωB97M-V with the def2-TZVPD basis set

Geometry as XYZ:
```
16
Properties=species:S:1:pos:R:3:forces:R:3
C -1.41285 -0.38526 -0.03091 -0.8 0.1 -0.7
C -2.92372 -0.37954 0.05864 -0.2 -0.7 1.9
C 2.04736 -0.36148 0.06718 0.2 0.9 -1.6
C 2.31440 1.08466 -0.12295 0.3 0.6 1.3
H -1.02062 0.51561 0.48307 0.2 -0.1 -0.5
H -3.21414 0.43496 0.77858 0.1 -0.2 -0.2
H 3.29906 1.24691 -0.67980 -1.2 0.0 -0.1
H 1.31068 -0.68052 0.81466 -1.5 0.0 0.6
H -1.10415 -0.26109 -1.13265 0.0 0.1 0.8
H -3.50195 0.03981 -0.77378 0.3 0.2 -0.7
H -0.86258 -1.28228 0.27591 -0.4 -0.1 -0.1
H 2.49807 1.69761 0.77729 0.3 -0.8 0.2
H 1.77386 -0.79796 -0.90201 -0.2 -0.3 0.5
H -3.49057 -1.29700 0.39602 1.1 0.7 -0.6
H 1.42022 1.58067 -0.51171 0.5 -0.1 -1.1
H 2.74097 -0.94697 0.64260 1.4 -0.4 0.3
```
Positions in Å, forces in eV/Å.

As for the total charge: +1. The gap between HOMO and LUMO (spin up / spin down) comes out at 13.992 / 3.551 eV. The spin multiplicity is 2.



C14H44O8 | ωB97M-V with the def2-TZVPD basis set

Geometry as XYZ:
```
66
Properties=species:S:1:pos:R:3:forces:R:3
O 2.01803 2.83621 1.45277 0.1 -0.4 0.1
O 0.78549 3.49161 -1.15818 -0.1 -0.3 0.0
O -2.54271 -0.14985 1.19376 0.0 0.5 -0.6
O -0.30661 1.11635 -0.30541 0.0 -0.1 0.2
O -3.03648 -0.12864 -4.35996 0.3 0.4 -0.2
O -3.53267 -2.71177 2.20333 0.1 -0.1 -0.1
O 3.42756 -2.77487 -1.94352 -0.1 -0.4 0.1
O 0.80966 1.67653 3.72184 -0.3 -0.2 0.1
C 4.00466 3.00605 0.09997 0.3 0.4 -0.8
C -2.67601 -0.71423 -2.02732 0.2 0.9 0.1
C 3.50093 4.68842 1.88569 1.3 0.2 -0.1
C -3.91503 -4.82077 1.05877 -0.4 0.1 0.3
C -1.63646 -3.67886 1.07757 0.3 0.1 1.1
C 2.55121 -2.22140 -2.90635 -0.3 0.8 0.6
C -2.03093 -0.36067 -3.35999 -0.9 -0.8 -0.2
C -2.93747 -3.97052 1.84996 0.2 0.0 -0.5
C -1.99266 0.50419 2.32971 0.6 -0.3 -0.2
C 0.59350 3.23972 -2.54546 0.4 0.3 -0.1
C 0.61648 0.11556 0.11706 0.2 -0.2 -0.6
C 1.75452 0.78942 4.30020 -0.3 0.5 0.0
C -1.12650 -1.48345 -3.84365 0.4 0.3 -0.3
C 3.40194 3.22138 1.46488 -0.6 0.7 0.1
H 3.98019 1.97580 -0.25210 0.1 -0.1 0.3
H 2.40652 0.37221 3.53093 0.2 -0.1 0.2
H -1.57775 -4.12415 0.08978 -0.1 0.1 -0.1
H 2.32000 1.31995 5.07390 0.3 -0.1 -0.2
H 1.18169 2.08613 2.92573 0.2 0.1 0.0
H 1.46296 3.60069 -3.10433 0.0 0.0 0.2
H -1.08849 -0.02183 2.65153 -0.2 0.0 0.4
H 3.89417 2.60731 2.21804 -0.2 -0.2 0.0
H 0.14502 -0.86885 0.15746 -0.1 0.0 0.1
H -2.71919 0.63156 3.13056 0.1 -0.1 0.1
H 1.38257 0.06648 -0.66226 0.1 0.0 0.2
H 1.21980 -0.01392 4.80859 0.0 -0.1 -0.2
H -2.66130 -4.49890 2.76776 -0.2 0.0 0.1
H 2.75541 4.98907 2.61374 -0.2 -0.1 -0.1
H -1.42417 -2.60985 1.04541 -0.3 0.0 -0.3
H -1.20065 0.86139 -0.03579 0.0 -0.1 0.2
H -3.85806 -0.55977 -4.11516 0.0 -0.1 0.2
H 2.93500 -2.30773 -3.92229 -0.1 0.0 -0.1
H -1.62325 1.47846 2.01092 -0.3 0.1 0.0
H -0.35232 -1.71163 -3.10932 -0.1 -0.1 0.1
H 4.48305 4.87830 2.34282 -0.1 -0.2 0.1
H -0.60881 -1.17613 -4.75610 -0.1 0.0 0.0
H -4.78755 -5.06663 1.67441 0.1 -0.1 0.0
H 1.56962 3.32848 0.75125 0.2 0.0 -0.1
H -4.41649 -2.87924 2.54670 0.0 0.1 0.0
H -3.45504 -5.75634 0.74523 0.0 0.0 -0.1
H -1.69588 -2.37862 -4.09401 -0.1 0.0 0.2
H 4.24982 -2.28077 -1.92858 0.0 0.1 -0.1
H -1.89546 -0.63422 -1.27225 -0.2 -0.6 0.2
H 3.52362 5.34248 1.01007 -0.6 0.0 0.0
H -0.26724 3.78714 -2.94017 -0.1 -0.2 0.1
H 3.45595 3.59452 -0.64522 -0.2 -0.1 0.2
H 5.02032 3.40644 0.02789 0.1 -0.3 0.3
H 2.32779 -1.17608 -2.64498 0.3 0.1 -0.4
H -4.30318 -4.26746 0.20172 0.3 -0.1 -0.1
H -2.79484 -1.06006 1.38868 -0.1 0.0 0.4
H -3.18220 -1.68031 -2.03495 0.3 -0.2 0.0
H 1.10198 0.34014 1.06642 -0.2 0.2 0.1
H 0.38408 2.72700 -0.70235 -0.1 0.1 -0.1
H 0.50912 2.16857 -2.73760 -0.2 0.0 0.0
H -0.81453 -4.05740 1.69345 0.1 -0.2 -0.4
H 1.57025 -2.68266 -2.80990 0.3 -0.6 -0.1
H -1.45196 0.56040 -3.28021 -0.1 0.1 0.1
H -3.43101 0.01962 -1.73109 0.1 0.1 -0.2
```
Positions in Å, forces in eV/Å.

The structure (SMILES) is CC(C)O.CC(C)O.CC(C)O.CO.CO.CO.CO.CO. As for the total charge: 0. The gap between HOMO and LUMO comes out at 10.245 eV. The spin multiplicity is 1.